[1]
DFT (ωB97M-V/def2-TZVPD) results for a cluster of 3 separate species, C5H8N2O3 in total in a non-equilibrium geometry.

Properties
Molar mass, g mol⁻¹: 144.1
Relative energy (zero: lowest compared OMol25 entry of this formula, charge and spin), eV: 6.0329
Frontier orbital gap, eV: 9.1
DFT total energy, a.u.: -530.35562
Net charge: 0
HOMO level, Eh: -0.3291
Maximum force, eV/Å: 4.69

Geometry as XYZ:
```
18
C5H8N2O3 ωB97M-V/def2-TZVPD
C -0.292 3.950 -2.954
C 0.879 3.883 -3.941
C -0.016 2.455 -2.642
N 1.099 2.455 -3.610
H 1.958 2.099 -0.026
H 1.734 4.512 -3.658
H -1.270 4.108 -3.425
C 0.478 2.138 -1.275
H 2.374 2.038 -2.305
O 2.405 1.958 -1.322
O -1.037 6.177 -0.392
H 0.609 4.074 -4.986
H 0.941 1.827 -4.392
C -1.151 5.354 -1.258
N 0.449 2.210 -0.059
H -2.115 4.913 -1.578
H -0.857 1.791 -2.878
O -0.088 4.858 -1.891
```

=====

[2]
DFT (ωB97M-V/def2-TZVPD) results for a structure of composition C50H34ClF4GeN7O6Tl in a non-equilibrium geometry.

Properties
Molar mass, g mol⁻¹: 1217.3
Frontier orbital gap (spin up / spin down), eV: 2.7 / 2.7
DFT total energy, a.u.: -5869.31282
Net charge: -1
HOMO level (spin up / spin down), Eh: -0.1744 / -0.1744
Maximum force, eV/Å: 2.36

Geometry as XYZ:
```
104
C50H34ClF4GeN7O6Tl ωB97M-V/def2-TZVPD
N -0.126 1.193 -0.803
H -2.404 -2.810 -4.698
C -5.256 -2.234 -3.267
C -1.641 -0.929 3.546
F -3.444 1.125 -4.750
C -0.774 -0.795 -5.338
C -4.974 -1.691 -7.525
C -0.180 0.436 -5.518
H -2.581 -0.554 3.145
C 7.480 2.385 1.164
H 7.287 -3.339 -0.697
C -1.795 -2.518 -3.841
O 1.410 -2.796 -3.431
H 2.213 2.376 1.994
H 7.540 3.698 2.863
H 3.598 -3.282 2.446
H 5.847 -2.319 3.195
C -5.156 -2.080 -4.606
H -1.698 -1.031 4.628
C -1.184 -1.169 -4.058
C 5.138 -0.083 -4.102
C 0.375 1.356 1.550
F -3.660 0.841 -2.165
N -3.423 1.250 -7.784
H -0.987 -3.242 -3.734
C 0.507 0.295 4.039
C -0.525 -0.016 3.157
C -4.129 -0.122 -2.944
H -0.176 5.020 -1.207
C -4.750 -1.264 -2.341
H 5.987 -2.011 -4.504
C 5.313 -0.803 -1.410
C 0.168 1.985 0.225
C 1.448 1.704 2.359
H 2.763 -3.284 0.860
O 0.296 -3.508 -1.510
H 0.447 3.981 0.972
C 5.784 0.810 2.672
C 7.298 -3.886 3.112
C -4.467 -0.762 -6.581
C -0.038 1.273 -4.422
H 0.160 0.751 -6.495
C 7.147 2.776 2.452
H 7.203 0.925 -0.380
Cl 1.448 -2.810 -2.002
C 5.667 -1.312 -3.743
O 2.626 -3.477 -1.541
C 3.502 -1.323 1.495
C 7.279 -3.489 0.373
H 0.526 -0.141 5.025
H 6.046 2.271 4.220
H -0.664 3.543 -3.136
C 6.476 -2.923 2.551
O 1.732 -2.381 3.749
C 6.948 1.220 0.631
H 2.360 1.349 4.271
H 2.826 -0.765 0.851
C 6.077 0.419 1.369
O 0.508 -2.367 1.839
H -2.382 -2.544 -2.924
F -5.853 -3.325 -2.803
C -5.555 -2.464 -0.337
C -0.489 0.840 -3.180
H 8.152 2.993 0.571
C 1.521 1.136 3.621
F -5.650 -3.035 -5.389
H 7.306 -4.035 4.184
H -1.445 -1.908 3.106
H 6.104 -2.655 -2.143
H 8.739 -5.054 0.289
C -4.315 -0.474 -0.055
H 4.260 1.740 -3.393
H 5.052 0.185 -5.148
C 5.750 -1.669 -2.407
C -0.340 1.738 -2.005
C -0.122 3.944 -1.102
Ge 5.292 -1.230 0.522
N -6.141 -3.267 0.240
H -0.926 -1.466 -6.172
H 8.758 -5.415 2.732
N -3.912 0.236 0.755
H 4.404 1.097 -1.019
C 6.450 -2.710 1.174
H 3.636 -0.789 2.436
Tl -1.044 -1.337 -0.236
C -4.857 -1.405 -0.972
H 0.431 2.239 -4.535
C 8.103 -4.457 0.930
O 1.437 -1.457 -1.502
C -4.033 0.030 -4.282
H 5.135 0.200 3.288
C 4.778 0.425 -1.784
C 8.115 -4.658 2.300
N -0.565 0.496 1.929
C 4.692 0.786 -3.119
C 0.212 3.373 0.111
N -5.371 -2.384 -8.351
C 2.966 -2.717 1.760
N -1.043 -0.362 -3.010
C 6.303 1.979 3.210
C -0.392 3.122 -2.180
C 1.558 -2.470 2.526
C -3.877 0.371 -7.198
C -4.545 -0.933 -5.211
```

=====

[3]
DFT (ωB97M-V/def2-TZVPD) results for a cluster of 10 separate species, C5H29N2O10 in total in a non-equilibrium geometry.

Properties
Molar mass, g mol⁻¹: 277.3
Relative energy (zero: lowest compared OMol25 entry of this formula, charge and spin), eV: 3.5933
Frontier orbital gap, eV: 6.9
DFT total energy, a.u.: -1069.75171
Net charge: -1
HOMO level, Eh: -0.1444
Maximum force, eV/Å: 6.34

Geometry as XYZ:
```
46
C5H29N2O10 ωB97M-V/def2-TZVPD
H -0.239 -3.555 2.402
H 1.364 -1.521 -3.527
O 1.477 -2.736 0.878
H 1.238 -3.635 0.536
H 0.105 -0.383 -0.116
H -0.328 3.370 2.106
H 0.809 1.157 0.442
O -0.946 -1.239 0.959
H -2.132 0.487 3.026
H -0.403 2.625 -0.545
H -1.835 -0.974 0.828
H 1.874 3.218 0.051
H 4.101 -0.117 1.412
H -2.132 -0.712 -1.844
N 0.806 0.623 -0.382
H 2.987 -0.422 0.681
O 0.188 2.621 2.059
O 3.889 -0.523 0.617
C -2.029 1.960 -1.962
H -3.587 1.521 -0.730
O 1.926 -0.949 3.616
O -0.924 -3.848 1.754
O -1.208 -2.580 -1.052
O -1.181 0.287 3.145
H 2.346 2.385 -1.069
O -2.943 -0.275 -1.390
H 2.799 -0.868 3.289
H -1.899 0.809 -0.151
H -0.968 -0.212 2.372
H -0.135 3.040 -2.224
H -1.298 -2.201 -0.087
H -1.829 1.447 -2.933
C 0.319 1.052 -1.653
O 2.479 3.309 -0.701
H -1.663 -3.376 -1.107
H -0.794 -2.876 1.194
H -2.616 2.866 -2.104
H -0.098 1.820 2.618
H 1.507 -1.361 2.891
C 0.512 0.212 -2.785
H 0.040 0.493 -3.817
N 1.378 -0.854 -2.855
H 0.619 -2.247 0.674
C -0.605 2.253 -1.587
H 1.674 -1.055 -1.927
C -2.644 0.962 -1.003
```

=====

[4]
DFT (ωB97M-V/def2-TZVPD) results for a structure of composition C6H13N2Pd in a non-equilibrium geometry.

Properties
Spin multiplicity: 5
Molar mass, g mol⁻¹: 219.6
Frontier orbital gap (spin up / spin down), eV: 6.5 / 6.2
DFT total energy, a.u.: -473.29281
Net charge: +1
HOMO level (spin up / spin down), Eh: -0.3680 / -0.5110
Maximum force, eV/Å: 4.21

Geometry as XYZ:
```
22
C6H13N2Pd ωB97M-V/def2-TZVPD
H 1.506 0.642 -2.589
C 2.165 2.875 2.827
H 4.008 -0.001 3.627
H 2.875 0.646 -1.546
H 0.572 2.804 1.299
C 3.110 2.074 3.456
Pd 0.949 0.075 -0.069
H 3.789 2.498 4.230
C -2.195 -1.358 -1.539
C 1.357 2.304 1.846
N 1.549 0.992 1.521
H 1.768 1.945 -1.534
H -2.774 -1.433 -0.658
H 2.031 3.988 3.066
H 2.402 -0.859 1.813
H -1.088 -1.186 -1.180
C 3.260 0.677 3.144
C 2.422 0.189 2.166
N 1.906 0.971 -1.708
H -2.354 -2.059 -2.378
H -0.629 0.625 -0.143
H -2.201 -0.341 -1.812
```

=====

[5]
DFT (ωB97M-V/def2-TZVPD) results for a structure of composition C32H57BaN2O2P2 in a non-equilibrium geometry.

Properties
Molar mass, g mol⁻¹: 701.1
Relative energy (zero: lowest compared OMol25 entry of this formula, charge and spin), eV: 7.6697
Frontier orbital gap, eV: 5.7
DFT total energy, a.u.: -2221.27613
Net charge: +1
HOMO level, Eh: -0.3169
Maximum force, eV/Å: 6.57

Geometry as XYZ:
```
96
C32H57BaN2O2P2 ωB97M-V/def2-TZVPD
H -1.293 -4.225 0.095
C 0.314 1.682 -2.455
H -5.539 -1.505 -0.491
C -0.242 -4.134 -2.710
H -4.556 -2.485 1.287
P 2.163 2.031 -0.082
H 0.405 3.404 -1.053
P -2.352 -1.263 0.021
H 2.712 -2.638 -1.841
N 0.933 -1.824 -0.160
H 4.833 -0.263 0.580
C 0.163 -2.205 -1.030
H -3.310 0.697 -2.300
C -0.441 0.768 -4.517
H 3.893 1.973 2.230
C 1.148 4.058 1.601
C 2.423 3.290 1.218
H -4.885 1.291 0.758
O 0.622 -0.247 4.000
C -1.861 3.269 3.204
H -3.672 -1.706 2.657
H -1.892 -2.298 -2.083
H 1.722 -2.275 -3.274
H 0.691 2.715 -4.336
C 3.061 0.311 -2.024
C 3.755 -0.249 0.353
N -0.381 0.705 -1.859
H -4.314 1.666 -1.202
H 3.197 -0.173 1.301
C -3.700 -2.576 1.978
H -2.815 -3.724 -0.710
C -0.866 -0.388 -2.486
H -1.156 -4.447 -2.188
C -1.207 -2.732 2.235
C -4.435 0.312 0.974
C 1.978 -3.055 -2.541
H -1.410 -2.102 3.116
C -1.248 -1.559 -1.569
H 2.254 -4.490 -0.557
O -0.368 1.572 2.517
H -3.787 -3.495 2.574
H 1.866 3.214 -2.066
Ba -0.121 0.397 0.517
H 3.459 -1.215 -0.077
H 3.849 -0.394 -2.325
C 1.099 2.656 -1.497
C -0.683 2.415 3.435
H -2.886 -4.708 0.771
H 4.397 3.961 0.626
H 3.352 3.431 3.146
H -4.130 -2.204 -1.366
H 3.092 4.366 -0.571
H -0.217 -2.472 1.825
C -2.333 -3.902 0.269
C 0.745 -3.501 -1.758
H 3.197 5.243 0.971
C -4.652 -1.262 -1.093
H -3.698 0.456 1.784
C 0.084 2.380 4.681
H 0.221 -5.034 -3.138
H 0.801 -5.505 -0.848
C -2.374 -2.685 1.205
H 2.427 -3.910 -3.063
H -2.255 3.096 2.179
H -4.977 -0.800 -2.034
H -1.499 -1.236 -4.392
H 0.793 -4.170 0.338
C 1.163 -4.490 -0.645
H 1.435 4.959 2.164
C 0.699 -0.419 2.847
H -5.227 -0.370 1.311
H -1.604 4.345 3.321
C 4.694 1.819 -0.848
C -3.792 -0.221 -0.343
C -0.981 -0.386 -3.877
H 2.286 1.988 2.993
H 0.489 4.304 0.751
C -3.448 0.992 -1.251
H 5.115 2.122 0.123
H 0.559 3.508 2.328
H -0.535 0.827 -5.603
H -0.004 1.375 5.129
H 2.958 1.085 -2.800
H -0.501 -3.448 -3.529
H -2.573 1.581 -0.928
H 5.447 1.230 -1.386
H 4.445 2.707 -1.456
H -0.359 3.136 5.337
C 0.235 1.825 -3.844
H 1.168 2.590 4.562
C 3.030 2.617 2.475
H -2.599 2.888 3.942
H 2.126 -0.261 -1.943
C 3.479 0.903 -0.666
H -1.152 -3.776 2.587
C 3.354 4.265 0.501
```